Record 1
This record from the OMol25 dataset describes a 18-piece molecular cluster, C28H99N7O18 overall. The level of theory is ωB97M-V/def2-TZVPD.

Values from the calculation:
Expectation value of S²: 0.75
2S+1: 2
Net charge: +1
HOMO (alpha / beta), eV: -10.480 / -10.480
Lowest unoccupied orbital energy (alpha / beta), eV: -2.29 / -7.76
Orbital gap (alpha / beta), eV: 8.19 / 2.72

XYZ file:
```
152
C28H99N7O18 ωB97M-V/def2-TZVPD
C -4.525 7.516 -3.452
C -3.529 7.177 -2.302
C -2.710 5.926 -2.574
O -1.858 5.638 -1.479
C -1.158 4.413 -1.506
N -2.621 8.332 -2.288
H -5.180 6.661 -3.618
H -3.964 7.908 -4.299
H -5.082 8.354 -3.032
H -4.089 6.992 -1.386
H -2.110 5.936 -3.485
H -3.476 5.151 -2.569
H -1.843 3.565 -1.490
H -0.591 4.351 -0.577
H -0.429 4.383 -2.317
H -2.745 8.855 -3.143
H -1.705 7.908 -2.312
C 4.824 4.943 1.104
C 5.251 4.211 2.351
C 4.087 3.957 3.307
O 4.582 3.511 4.662
C 4.349 2.138 4.871
N 5.876 2.998 1.873
H 4.648 5.996 1.323
H 3.866 4.532 0.786
H 5.543 4.702 0.321
H 5.998 4.874 2.787
H 3.468 3.214 2.805
H 3.484 4.861 3.393
H 5.025 1.463 4.347
H 3.329 1.765 4.775
H 4.652 1.927 5.897
H 5.200 2.279 1.659
H 6.562 2.541 2.457
C -4.079 -1.003 0.352
C -4.845 -2.078 -0.415
C -6.070 -1.524 -1.227
O -7.236 -1.217 -0.505
C -7.299 -0.108 0.427
N -3.936 -2.820 -1.267
H -4.572 -0.527 1.199
H -3.764 -0.179 -0.288
H -3.300 -1.446 0.972
H -5.244 -2.781 0.317
H -6.382 -2.363 -1.850
H -5.678 -0.678 -1.792
H -6.629 -0.411 1.231
H -8.334 -0.252 0.739
H -7.079 0.813 -0.113
H -3.095 -3.041 -0.753
H -4.293 -3.760 -1.357
C 7.620 0.288 -0.182
C 6.636 0.926 -1.182
C 7.462 1.676 -2.274
O 6.698 2.055 -3.436
C 5.725 3.153 -3.205
N 5.816 -0.154 -1.818
H 8.421 0.896 0.239
H 8.148 -0.537 -0.660
H 7.165 -0.236 0.659
H 5.926 1.528 -0.615
H 8.251 1.019 -2.640
H 7.873 2.622 -1.920
H 6.172 4.144 -3.121
H 5.062 2.922 -2.371
H 5.069 3.187 -4.074
H 5.054 0.165 -2.399
H 6.364 -0.576 -2.553
C -0.291 -1.801 -0.218
C 0.087 -1.108 -1.465
C 0.631 0.352 -1.323
O 1.750 0.480 -0.372
C 2.306 1.773 -0.398
N 0.970 -1.875 -2.271
H -1.075 -1.219 0.264
H 0.565 -1.822 0.457
H -0.646 -2.776 -0.553
H -0.846 -0.971 -2.012
H -0.201 0.929 -0.920
H 0.867 0.781 -2.297
H 1.484 2.483 -0.294
H 2.903 1.902 -1.301
H 2.993 1.855 0.443
H 0.485 -2.751 -2.397
H 1.796 -2.053 -1.717
C -1.998 -5.630 3.183
C -3.165 -5.474 2.170
C -4.514 -5.627 2.843
O -4.415 -6.685 3.715
C -5.541 -6.966 4.507
N -3.190 -4.136 1.531
H -1.146 -5.260 2.612
H -1.962 -6.648 3.569
H -2.131 -5.039 4.089
H -2.997 -6.322 1.506
H -5.375 -5.625 2.175
H -4.568 -4.715 3.439
H -5.669 -6.120 5.183
H -5.407 -7.837 5.148
H -6.440 -7.153 3.920
H -3.349 -3.361 2.158
H -2.281 -3.840 1.207
C -0.453 1.666 2.212
C 0.695 1.313 3.152
C 0.243 1.184 4.591
O -0.907 0.354 4.779
C -1.223 -0.023 6.122
N 1.227 0.112 2.623
H -1.072 0.782 2.059
H -0.057 2.247 1.380
H -1.088 2.439 2.645
H 1.494 2.022 2.937
H 0.120 2.144 5.093
H 1.084 0.884 5.217
H -1.751 0.748 6.682
H -0.300 -0.145 6.689
H -1.961 -0.825 6.156
H 1.407 0.137 1.629
H 0.484 -0.553 2.781
O -3.361 -0.721 -3.211
H -3.236 -1.298 -2.457
H -4.208 -0.980 -3.573
O 0.190 -4.688 0.548
H 0.550 -4.163 -0.166
H 0.762 -5.455 0.595
O -0.505 -0.955 -4.604
H -0.253 -1.074 -5.519
H 0.137 -1.465 -4.109
O 1.088 -5.142 -2.384
H 0.689 -5.853 -2.884
H 1.991 -5.102 -2.701
O 3.326 -0.536 -3.294
H 3.470 -1.322 -3.820
H 2.381 -0.521 -3.138
O -1.800 -3.007 -3.445
H -1.540 -2.133 -3.736
H -2.653 -2.877 -3.030
O -1.616 1.239 -3.835
H -2.518 0.933 -3.742
H -1.164 0.522 -4.279
O 0.894 -3.704 -5.405
H 1.036 -4.354 -6.093
H 0.075 -3.970 -4.988
O -1.320 -1.743 3.028
H -1.546 -0.989 3.573
H -1.169 -2.453 3.652
O -1.694 -5.356 -1.772
H -1.346 -5.337 -0.881
H -1.150 -4.735 -2.256
O 3.941 -1.593 -0.075
H 3.667 -0.808 0.400
H 4.557 -1.272 -0.733
```

=====

Record 2
This record from the OMol25 dataset describes C49H63N8O7PSiZr as an isolated structure. The level of theory is ωB97M-V/def2-TZVPD.

Values from the calculation:
Net charge: +2
HOMO, eV: -13.089
Lowest unoccupied orbital energy, eV: -5.60
Orbital gap, eV: 7.49

XYZ file:
```
130
C49H63N8O7PSiZr ωB97M-V/def2-TZVPD
Zr -0.376 -0.539 -0.142
C -3.134 -2.394 2.023
Si -2.714 -0.664 2.591
C -4.285 0.361 2.720
C -1.984 -0.823 4.311
N -1.526 0.157 1.486
C -0.847 1.190 2.178
C -1.462 2.184 2.953
C -0.713 3.062 3.722
C 0.676 3.001 3.723
C 1.316 2.048 2.945
C 0.546 1.187 2.189
O 1.143 0.166 1.415
C 2.023 -0.688 2.162
C 3.328 -0.827 1.747
C 4.157 -1.675 2.472
C 3.669 -2.357 3.580
C 2.345 -2.200 3.968
C 1.503 -1.358 3.252
H -4.171 -2.606 2.298
H -2.503 -3.114 2.546
H -3.034 -2.587 0.961
H -5.119 -0.306 2.953
H -4.551 0.897 1.808
H -4.230 1.081 3.539
H -2.812 -0.867 5.025
H -1.342 0.002 4.621
H -1.430 -1.757 4.421
H -2.542 2.222 2.999
H -1.220 3.790 4.342
H 1.256 3.677 4.335
H 2.393 1.951 2.947
H 3.682 -0.306 0.870
H 5.186 -1.802 2.163
H 4.323 -3.007 4.145
H 1.964 -2.726 4.833
H 0.471 -1.213 3.542
C 1.398 -2.679 -3.160
C 2.208 -1.486 -3.676
C 3.095 -1.963 -4.831
C 3.006 -0.687 -2.638
C 4.386 -0.863 -2.561
C 5.189 -0.018 -1.812
C 4.630 1.063 -1.155
C 3.251 1.243 -1.140
C 2.627 2.469 -0.498
C 2.320 3.501 -1.592
C 3.499 3.110 0.580
C 2.454 0.325 -1.827
N 1.019 0.431 -1.707
C 0.382 0.768 -2.788
C -0.993 0.517 -2.921
C -1.813 0.741 -4.015
C -3.022 0.107 -3.735
C -2.891 -0.516 -2.495
N -1.657 -0.255 -1.956
C -3.903 -1.428 -1.852
C -4.420 -0.772 -0.569
C -5.088 -1.667 -2.790
C -3.237 -2.783 -1.579
H 1.030 -3.255 -4.009
H 0.526 -2.373 -2.581
H 2.012 -3.339 -2.545
H 1.486 -0.801 -4.128
H 3.719 -2.808 -4.538
H 3.744 -1.170 -5.203
H 2.464 -2.300 -5.654
H 4.855 -1.649 -3.135
H 6.259 -0.178 -1.785
H 5.274 1.760 -0.635
H 1.679 2.166 -0.039
H 3.235 3.772 -2.120
H 1.905 4.420 -1.165
H 1.622 3.106 -2.335
H 4.360 3.618 0.143
H 3.875 2.374 1.292
H 2.929 3.860 1.132
H 0.923 1.195 -3.631
H -1.533 1.260 -4.921
H -3.878 0.039 -4.384
H -5.023 0.107 -0.812
H -3.597 -0.443 0.066
H -5.046 -1.461 0.001
H -5.621 -0.740 -3.009
H -5.794 -2.348 -2.313
H -4.772 -2.120 -3.731
H -2.339 -2.699 -0.964
H -2.944 -3.254 -2.518
H -3.928 -3.451 -1.062
O -0.479 -2.533 0.700
C 0.747 -2.761 0.403
O 1.318 -1.878 -0.303
C 1.468 -3.937 0.888
C 0.825 -4.871 1.693
C 1.565 -5.927 2.178
C 2.911 -6.087 1.898
C 3.510 -5.130 1.100
C 2.819 -4.056 0.583
N 4.959 -5.235 0.817
O 5.530 -6.217 1.225
O 5.475 -4.284 0.265
N 0.895 -6.920 3.051
O 1.571 -7.831 3.464
O -0.271 -6.715 3.312
H -0.222 -4.780 1.943
H 3.471 -6.922 2.294
H 3.324 -3.320 -0.028
C -1.485 5.992 -1.081
N -2.141 5.017 -2.070
C -3.566 4.728 -1.566
N -3.535 4.220 -0.243
C -2.866 5.162 0.655
N -1.497 5.453 0.230
C -0.608 4.296 0.379
P -1.162 2.819 -0.602
C -1.347 3.747 -2.213
C -2.963 2.872 -0.167
H -2.068 6.911 -1.133
H -0.470 6.171 -1.434
H -2.206 5.469 -2.983
H -4.011 4.018 -2.262
H -4.096 5.680 -1.608
H -2.845 4.743 1.660
H -3.435 6.093 0.675
H -0.545 4.026 1.430
H 0.400 4.571 0.058
H -1.855 3.117 -2.941
H -0.363 4.012 -2.605
H -3.092 2.480 0.840
H -3.502 2.202 -0.842
```